C3H8N4O | the ωB97M-V functional and the def2-TZVPD basis

Each line ends with the natural charge from an NBO analysis.
Element x y z (Å)
C: 2.180 0.168 1.602  -0.721
N: 0.382 0.716 0.033  -0.735
N: -1.400 0.181 -1.537  -0.605
C: 0.032 -0.452 -0.321  0.710
C: 1.347 1.210 0.888  0.695
N: -2.736 -0.178 -1.114  -0.649
N: 0.044 -1.675 -0.204  -0.755
O: 1.481 2.398 1.053  -0.560
H: -1.042 1.149 -1.148  0.451
H: -1.338 0.017 -2.543  0.385
H: -2.858 0.211 -0.182  0.361
H: -2.757 -1.193 -1.011  0.346
H: -0.474 -2.269 -0.830  0.381
H: 2.685 -0.470 0.877  0.230
H: 1.540 -0.477 2.204  0.232
H: 2.913 0.664 2.233  0.233

Its energy above the lowest of the compared OMol25 structures with the same formula, charge and spin is 82.0 kcal/mol. Its HOMO energy is -0.341 hartree. The total charge is 0. The value obtained for the LUMO energy is 0.020 Ha.

---

C4H11O3 | the ωB97M-V functional and the def2-TZVPD basis

Each line ends with the natural charge from an NBO analysis.
Element x y z (Å)
C: -1.283 1.384 0.893  -0.051
O: 0.072 1.727 1.044  -0.821
C: -1.538 0.011 0.463  -0.502
C: -0.518 -0.287 -0.883  0.180
C: -0.891 -1.715 -1.400  -0.643
O: 0.785 -0.207 -0.656  -0.922
H: -1.556 2.273 0.167  0.143
H: -1.767 1.546 1.937  0.128
H: -1.196 -0.696 1.239  0.189
H: -2.500 -0.272 0.122  0.193
H: -0.801 0.424 -1.655  0.096
H: -0.805 -2.329 -0.533  0.191
H: -0.118 -1.992 -2.205  0.195
H: -1.815 -1.679 -1.845  0.174
H: 0.586 1.007 0.384  0.504
H: 1.985 -0.877 0.197  0.512
H: 2.827 0.194 0.849  0.449
O: 2.960 -0.765 0.475  -1.015

Its energy above the lowest of the compared OMol25 structures with the same formula, charge and spin is 32.0 kcal/mol. Its HOMO energy is -0.141 hartree. The total charge is -1. The value obtained for the LUMO energy is 0.155 Ha.

---

CH3NOS | the ωB97M-V functional and the def2-TZVPD basis

Each line ends with the natural charge from an NBO analysis.
Element x y z (Å)
C: -0.317 0.135 -0.832  0.497
H: -0.953 -0.748 1.738  0.174
H: 1.463 -0.030 -0.428  0.396
H: 0.250 0.029 -1.791  0.117
N: 0.515 -0.038 0.195  -0.803
O: -1.514 0.448 -0.712  -0.599
S: 0.557 0.205 1.830  0.217

Its energy above the lowest of the compared OMol25 structures with the same formula, charge and spin is 74.6 kcal/mol. Its HOMO energy is -0.334 hartree. The total charge is 0. The value obtained for the LUMO energy is -0.022 Ha.

---

C32H58Ge2N2OSi2V | the ωB97M-V functional and the def2-TZVPD basis

Each line ends with the Löwdin spin population.
Element x y z (Å)
V: -0.149 -0.589 0.248  1.970
C: 2.866 1.208 4.250  0.003
C: 2.602 -0.087 3.505  -0.003
Ge: 0.859 -0.079 2.436  0.016
C: -0.529 -0.853 3.696  0.003
C: -0.548 -0.262 5.098  0.001
C: 0.218 1.719 2.297  0.511
C: 0.221 2.698 -0.011  0.046
Ge: 0.118 -0.438 -2.158  0.151
C: -1.507 -1.037 -3.228  0.015
C: -1.625 -0.483 -4.645  0.001
C: 1.641 -1.062 -3.416  0.012
C: 2.316 0.128 -4.096  0.004
C: 0.450 3.881 -0.886  0.007
C: 0.870 3.685 -2.200  0.005
C: 0.917 4.733 -3.101  0.001
C: 0.549 6.008 -2.705  0.000
C: 0.162 6.224 -1.394  0.000
C: 0.114 5.174 -0.495  0.001
H: 3.809 1.141 4.794  -0.001
H: 2.070 1.407 4.961  0.002
H: 2.925 2.047 3.563  0.001
H: 2.504 -0.899 4.226  0.000
H: 3.447 -0.323 2.864  0.000
H: -0.401 -1.938 3.766  0.000
H: -1.502 -0.686 3.219  0.000
H: 0.389 -0.465 5.616  0.000
H: -1.364 -0.685 5.688  0.000
H: -0.684 0.817 5.054  0.003
H: -0.858 1.766 2.456  0.022
H: -2.400 -0.769 -2.655  0.000
H: -1.472 -2.132 -3.271  0.003
H: -1.703 0.603 -4.630  0.000
H: -2.508 -0.877 -5.147  0.000
H: -0.754 -0.755 -5.240  0.000
H: 1.244 -1.734 -4.178  0.001
H: 2.390 -1.621 -2.852  0.001
H: 1.572 0.777 -4.559  0.001
H: 3.005 -0.198 -4.876  0.000
H: 2.883 0.716 -3.376  0.000
H: 1.129 2.679 -2.518  0.005
H: 1.225 4.558 -4.123  0.000
H: 0.546 6.823 -3.414  0.000
H: -0.126 7.215 -1.070  0.000
H: -0.217 5.364 0.514  0.000
C: -0.972 -4.810 1.412  0.000
Si: -1.017 -3.693 -0.150  0.004
C: -2.247 -4.463 -1.412  0.001
C: 0.726 -3.619 -0.924  0.013
N: -1.347 -2.020 0.218  -0.007
C: -2.622 -1.574 0.438  0.015
C: -3.726 -2.387 0.679  -0.001
C: -4.995 -1.848 0.776  0.007
C: -5.185 -0.482 0.637  0.000
C: -4.103 0.352 0.435  0.005
C: -2.811 -0.166 0.351  0.011
N: -1.683 0.558 0.145  0.035
Si: -1.662 2.266 -0.146  0.006
C: -2.662 3.372 1.068  0.000
C: 0.701 2.841 1.448  0.076
C: -2.226 2.609 -1.949  0.004
H: -0.564 -5.786 1.169  0.000
H: -1.963 -4.971 1.824  0.000
H: -0.361 -4.388 2.203  0.000
H: -2.835 -5.255 -0.956  0.000
H: -1.733 -4.898 -2.264  0.000
H: -2.941 -3.718 -1.791  0.000
H: 0.676 -3.559 -2.006  0.001
H: 1.314 -4.494 -0.664  0.001
H: 1.241 -2.730 -0.557  0.006
H: -3.580 -3.450 0.790  0.000
H: -5.839 -2.497 0.947  0.001
H: -6.177 -0.060 0.687  0.000
H: -4.252 1.415 0.327  0.000
H: -3.096 2.791 1.875  0.000
H: -3.475 3.876 0.553  0.000
H: -2.044 4.136 1.526  0.000
H: 1.794 2.903 1.451  0.002
H: 0.312 3.777 1.860  0.010
H: 0.763 1.836 -0.428  0.011
H: -3.248 2.281 -2.108  0.000
H: -1.590 2.071 -2.652  0.005
H: -2.169 3.663 -2.202  0.000
C: 3.512 0.646 -0.365  0.004
C: 4.031 -0.756 -0.119  0.000
O: 3.035 -1.494 0.557  0.000
C: 3.492 -2.771 0.963  0.000
C: 2.527 -3.345 1.987  0.001
H: 4.259 1.234 -0.891  0.000
H: 3.291 1.116 0.591  0.000
H: 2.599 0.597 -0.964  0.005
H: 4.940 -0.713 0.503  0.000
H: 4.289 -1.254 -1.069  0.000
H: 4.495 -2.678 1.407  0.000
H: 3.568 -3.426 0.082  0.000
H: 2.722 -2.913 2.965  0.000
H: 2.636 -4.424 2.045  0.000
H: 1.507 -3.099 1.695  0.002

Its HOMO energy (spin up / spin down) is -0.236 / -0.256 hartree. The total charge is 0. The value obtained for the LUMO energy (spin up / spin down) is -0.031 / -0.038 Ha. As for the multiplicity: 4.

---

C10H23NO14PS3 | the ωB97M-V functional and the def2-TZVPD basis

Each line ends with the natural charge from an NBO analysis.
Element x y z (Å)
C: 1.395 4.500 3.947  -0.738
C: 2.356 3.418 4.494  0.737
O: 3.158 3.692 5.341  -0.578
N: 2.338 2.074 3.960  -0.868
P: 0.668 1.296 4.021  0.557
C: 2.883 2.148 2.644  0.757
C: 4.403 1.813 2.511  -0.723
O: 2.297 2.479 1.649  -0.624
H: 1.244 5.230 4.762  0.221
H: 1.912 4.962 3.078  0.221
H: 0.443 4.064 3.601  0.246
H: 0.215 2.241 5.059  -0.200
H: 0.135 2.134 2.963  -0.173
H: 1.063 0.249 3.073  -0.183
H: 1.122 0.430 5.104  -0.148
H: -0.648 0.636 4.120  -0.169
H: 4.517 0.983 1.793  0.225
H: 4.780 1.542 3.518  0.230
H: 4.979 2.713 2.212  0.217
C: 0.889 2.897 -1.181  -0.114
C: 0.103 1.607 -1.283  -0.099
O: -0.530 1.666 -2.572  -0.681
S: 0.422 2.465 -3.587  2.545
O: 1.167 1.521 -4.350  -0.917
O: -0.340 3.501 -4.198  -0.916
O: 1.411 3.120 -2.502  -0.693
H: 0.240 3.737 -0.925  0.183
H: 1.696 2.829 -0.456  0.263
H: -0.639 1.509 -0.495  0.228
H: 0.764 0.737 -1.269  0.194
C: -4.802 -1.071 -3.953  -0.100
C: -3.907 -1.514 -5.094  -0.101
O: -2.603 -1.052 -4.737  -0.677
S: -2.446 -1.082 -3.133  2.541
O: -1.781 -2.287 -2.771  -0.915
O: -2.004 0.198 -2.704  -0.862
O: -4.014 -1.249 -2.774  -0.685
H: -5.056 -0.012 -4.037  0.194
H: -5.715 -1.659 -3.892  0.207
H: -4.213 -1.095 -6.050  0.212
H: -3.872 -2.604 -5.169  0.187
C: -0.327 -5.606 -1.171  -0.099
C: -1.253 -4.712 -0.374  -0.103
O: -1.110 -5.154 0.981  -0.683
S: 0.397 -5.676 1.212  2.534
O: 1.154 -4.635 1.804  -0.878
O: 0.337 -6.984 1.764  -0.902
O: 0.822 -5.788 -0.341  -0.686
H: -0.778 -6.587 -1.347  0.181
H: -0.044 -5.162 -2.123  0.216
H: -2.288 -4.792 -0.696  0.209
H: -0.936 -3.668 -0.427  0.210

Its HOMO energy is -0.140 hartree. The total charge is -1. The value obtained for the LUMO energy is 0.057 Ha.

---

no.,calculated total energy (Ha)
1,-413.2854
2,-384.7027
3,-567.9819
4,-7115.6632
5,-3038.6956